a:
Entry from the Open Molecules 2025 dataset: a structure of composition C32H64AsIKN5O6SSi (ωB97M-V/def2-TZVPD).

Structure (XYZ):
```
112
Properties=species:S:1:pos:R:3:mulliken_charge:R:1
K 0.30 -0.52 -0.28 0.83
C -6.17 0.89 2.84 -1.33
C -5.09 -0.19 2.90 -0.90
N -4.93 -0.93 1.66 0.66
C -5.72 -2.14 1.47 -0.33
C -7.01 -1.91 0.69 -1.27
C -4.09 -0.49 0.67 0.02
S -3.18 0.93 0.91 -0.35
N -4.19 -1.25 -0.45 -0.07
C -3.23 -1.36 -1.37 -1.11
O -2.07 -0.91 -1.36 0.17
C -3.64 -2.19 -2.57 0.93
C -2.69 -2.47 -3.55 -0.16
C -3.03 -3.24 -4.66 -1.12
C -4.32 -3.74 -4.79 -0.35
C -5.27 -3.46 -3.82 -0.66
C -4.93 -2.70 -2.71 -0.06
H -6.20 1.44 3.78 0.44
H -7.15 0.46 2.66 0.27
H -5.93 1.59 2.04 0.24
H -5.32 -0.92 3.68 0.41
H -4.14 0.27 3.15 0.46
H -5.95 -2.52 2.47 0.49
H -5.10 -2.88 0.96 0.09
H -7.67 -1.22 1.20 0.34
H -7.54 -2.86 0.55 0.38
H -6.77 -1.50 -0.29 0.19
H -1.69 -2.07 -3.43 0.46
H -2.28 -3.46 -5.41 0.39
H -4.58 -4.34 -5.66 0.37
H -6.27 -3.85 -3.92 0.40
H -5.65 -2.48 -1.94 0.23
C -0.02 -5.13 -1.15 -1.81
C -0.42 -4.78 0.28 2.06
C -0.18 -5.98 1.20 -1.63
C -1.89 -4.36 0.31 -1.35
O 0.40 -3.69 0.66 0.37
Si 0.71 -2.99 2.14 -1.58
O 1.15 -1.50 1.94 -0.26
O 1.81 -3.94 2.95 -0.67
C 3.23 -3.81 2.86 1.79
C 3.68 -2.58 3.64 -1.34
C 3.81 -5.08 3.49 -1.89
C 3.66 -3.70 1.40 -1.32
O -0.69 -3.30 2.99 1.46
C -1.06 -2.88 4.29 1.87
C -0.53 -1.49 4.61 -1.48
C -0.53 -3.90 5.30 -1.75
C -2.59 -2.87 4.30 -1.70
H -0.62 -5.96 -1.54 0.37
H 1.04 -5.40 -1.19 0.40
H -0.18 -4.26 -1.80 0.24
H -0.78 -6.83 0.88 0.50
H -0.44 -5.73 2.22 0.10
H 0.88 -6.27 1.17 0.29
H -2.53 -5.16 -0.09 0.62
H -2.03 -3.47 -0.30 0.12
H -2.20 -4.13 1.33 -0.05
H 3.35 -2.66 4.68 0.29
H 3.21 -1.69 3.20 -0.14
H 4.76 -2.48 3.61 0.51
H 3.47 -5.16 4.53 0.33
H 4.90 -5.06 3.47 0.39
H 3.45 -5.96 2.94 0.36
H 3.23 -2.81 0.95 0.07
H 3.33 -4.58 0.84 0.22
H 4.75 -3.63 1.33 0.56
H 0.56 -1.48 4.61 0.22
H -0.89 -1.17 5.59 0.55
H -0.86 -0.78 3.85 0.22
H 0.55 -3.97 5.21 0.17
H -0.95 -4.89 5.09 0.34
H -0.80 -3.61 6.32 0.42
H -2.95 -2.16 3.55 0.21
H -2.97 -2.58 5.28 0.48
H -2.97 -3.86 4.04 0.32
C -2.61 2.34 -2.54 -1.55
N -1.47 2.48 -3.42 0.18
C -1.26 1.31 -4.26 -1.00
C -0.37 3.11 -2.84 0.39
N -0.31 3.56 -1.64 -0.60
N 0.74 3.25 -3.68 0.32
C 1.97 3.62 -3.00 -0.48
C 0.52 3.96 -4.92 -1.22
H -3.49 2.04 -3.11 0.31
H -2.83 3.28 -2.04 0.51
H -2.40 1.57 -1.79 0.59
H -1.37 0.39 -3.66 0.11
H -0.27 1.33 -4.70 0.45
H -2.01 1.28 -5.05 0.30
H -1.10 3.24 -1.10 0.20
H 2.12 2.98 -2.14 -0.39
H 1.96 4.67 -2.67 0.40
H 2.80 3.48 -3.70 0.31
H -0.41 3.64 -5.39 0.40
H 1.35 3.76 -5.61 0.37
H 0.47 5.05 -4.76 0.34
I 6.29 3.69 -0.57 -0.93
C 0.62 2.04 1.44 -0.79
As 2.25 2.15 0.38 1.31
C 2.49 4.04 0.11 -1.09
C 3.61 1.45 1.54 -0.69
O 2.08 1.27 -1.00 -1.01
H 0.75 2.71 2.30 0.55
H 0.43 1.04 1.82 -0.02
H -0.22 2.39 0.85 0.09
H 3.29 4.41 0.74 0.42
H 1.54 4.54 0.30 0.39
H 2.78 4.18 -0.93 0.26
H 3.93 2.22 2.25 0.37
H 4.46 1.18 0.92 0.37
H 3.19 0.58 2.05 -0.09
```

Calculated values
Gap between HOMO and LUMO (eV): 6.076
Total charge: -2


b:
Entry from the Open Molecules 2025 dataset: a structure of composition C32H64AsIKN5O6SSi (ωB97M-V/def2-TZVPD).

Structure (XYZ):
```
112
Properties=species:S:1:pos:R:3:mulliken_charge:R:1
K -0.67 -0.50 -1.15 0.81
C -0.42 -0.46 6.06 -1.34
C -0.18 0.50 4.90 -0.81
N 0.94 0.12 4.05 0.64
C 2.25 0.66 4.38 -0.19
C 3.10 -0.26 5.24 -1.34
C 0.79 -0.75 3.00 0.01
S -0.76 -1.35 2.63 -0.34
N 1.97 -1.09 2.45 -0.09
C 2.10 -1.53 1.19 -1.09
O 1.25 -1.56 0.30 0.17
C 3.51 -1.96 0.84 0.91
C 3.80 -2.32 -0.47 -0.16
C 5.08 -2.72 -0.84 -1.16
C 6.09 -2.77 0.12 -0.35
C 5.81 -2.41 1.43 -0.66
C 4.53 -2.01 1.79 -0.02
H -1.30 -0.16 6.63 0.45
H 0.43 -0.50 6.74 0.27
H -0.60 -1.46 5.66 0.23
H 0.03 1.51 5.28 0.38
H -1.07 0.54 4.28 0.43
H 2.09 1.61 4.89 0.48
H 2.78 0.88 3.45 0.03
H 2.64 -0.44 6.21 0.35
H 4.09 0.18 5.42 0.40
H 3.23 -1.22 4.74 0.19
H 3.00 -2.27 -1.20 0.47
H 5.29 -2.98 -1.86 0.40
H 7.09 -3.08 -0.16 0.38
H 6.59 -2.45 2.18 0.41
H 4.30 -1.72 2.80 0.27
C 3.25 1.73 -2.39 -1.82
C 2.49 2.48 -1.30 2.07
C 2.78 3.98 -1.39 -1.62
C 2.89 1.93 0.07 -1.35
O 1.11 2.22 -1.54 0.30
Si -0.28 2.93 -0.94 -1.53
O -1.47 1.94 -1.06 -0.22
O -0.50 4.39 -1.74 -0.71
C -1.24 4.56 -2.94 1.79
C -2.73 4.51 -2.63 -1.38
C -0.85 5.94 -3.48 -1.87
C -0.88 3.48 -3.96 -1.32
O 0.20 3.44 0.57 1.41
C -0.57 4.02 1.60 1.87
C -1.97 3.42 1.67 -1.51
C -0.66 5.53 1.37 -1.75
C 0.18 3.72 2.89 -1.61
H 4.33 1.87 -2.28 0.37
H 2.94 2.09 -3.37 0.40
H 3.03 0.67 -2.32 0.24
H 3.84 4.17 -1.25 0.52
H 2.22 4.52 -0.63 0.09
H 2.48 4.36 -2.37 0.27
H 3.97 2.03 0.22 0.62
H 2.62 0.88 0.13 0.13
H 2.36 2.47 0.86 -0.06
H -2.98 5.29 -1.90 0.29
H -2.97 3.54 -2.19 -0.11
H -3.33 4.67 -3.53 0.50
H -1.10 6.70 -2.74 0.34
H -1.39 6.16 -4.41 0.39
H 0.22 5.97 -3.68 0.35
H -1.14 2.50 -3.57 0.06
H 0.20 3.50 -4.17 0.22
H -1.42 3.64 -4.90 0.56
H -2.53 3.62 0.76 0.21
H -2.52 3.83 2.52 0.53
H -1.91 2.33 1.78 0.24
H -1.12 5.73 0.40 0.18
H 0.35 5.96 1.36 0.34
H -1.24 6.02 2.16 0.41
H 0.26 2.64 3.02 0.13
H -0.33 4.15 3.76 0.51
H 1.19 4.14 2.84 0.33
C -0.13 -4.68 1.06 -1.53
N -0.19 -5.27 -0.27 0.19
C 1.03 -5.04 -1.02 -1.03
C -1.42 -5.16 -0.93 0.35
N -2.47 -4.60 -0.47 -0.64
N -1.44 -5.76 -2.19 0.24
C -2.58 -5.42 -3.02 -0.72
C -1.08 -7.16 -2.25 -1.22
H 0.79 -5.01 1.55 0.32
H -0.98 -5.00 1.66 0.51
H -0.10 -3.59 1.00 0.53
H 1.35 -3.99 -0.93 0.12
H 0.87 -5.26 -2.07 0.46
H 1.84 -5.67 -0.63 0.28
H -2.26 -4.08 0.38 0.24
H -2.72 -4.34 -3.02 0.05
H -3.51 -5.89 -2.66 0.30
H -2.38 -5.76 -4.04 0.33
H -0.21 -7.36 -1.62 0.39
H -0.84 -7.43 -3.28 0.37
H -1.90 -7.81 -1.90 0.34
I -6.54 -2.06 -5.49 -0.94
C -3.57 -0.81 -0.04 -0.69
As -3.86 -1.29 -1.90 1.19
C -5.23 -2.65 -1.82 -1.00
C -4.56 0.30 -2.71 -0.57
O -2.45 -1.79 -2.60 -0.85
H -4.54 -0.58 0.40 0.54
H -2.93 0.07 0.05 -0.11
H -3.13 -1.66 0.49 0.12
H -6.19 -2.22 -2.10 0.38
H -5.25 -3.07 -0.81 0.37
H -4.98 -3.42 -2.54 0.21
H -5.61 0.44 -2.45 0.36
H -4.48 0.19 -3.79 0.36
H -3.95 1.14 -2.36 -0.20
```

Calculated values
Gap between HOMO and LUMO (eV): 6.039
Total charge: -2


Here are the energies relative to the best structure, in eV: a 0.240; b 0.000.


a:
Entry from the Open Molecules 2025 dataset: the ion C5H14N with charge +1 (ωB97M-V/def2-TZVPD).

Structure (XYZ):
```
20
Properties=species:S:1:pos:R:3:mulliken_charge:R:1
C 1.56 2.09 0.04 -1.25
C 1.39 0.58 -0.20 -0.18
C -0.03 0.10 -0.10 0.28
C -0.25 -0.23 1.43 -1.34
C -0.42 -0.98 -1.04 -1.01
N -1.84 -1.56 -0.66 -0.26
H 2.38 2.29 0.81 0.33
H 1.41 2.75 -0.77 0.38
H 0.78 2.40 0.84 0.30
H 1.99 -0.24 0.42 0.37
H 1.59 0.38 -1.37 0.23
H -0.76 0.89 -0.35 0.25
H -1.13 -0.79 1.61 0.38
H 0.58 -0.93 1.78 0.32
H -0.37 0.54 2.20 0.36
H 0.33 -1.71 -0.87 0.38
H -0.38 -0.69 -2.09 0.40
H -1.90 -2.47 -0.22 0.35
H -2.41 -1.08 -0.04 0.32
H -2.51 -1.37 -1.43 0.38
```

Calculated values
SMILES: CC[C@H](C)C[NH3+]
Gap between HOMO and LUMO (eV): 10.640
Total charge: +1


b:
Entry from the Open Molecules 2025 dataset: a structure of composition C5H14N (ωB97M-V/def2-TZVPD).

Structure (XYZ):
```
20
Properties=species:S:1:pos:R:3:mulliken_charge:R:1
C 0.31 3.48 -1.92 -0.52
C 1.32 2.40 -2.18 -0.92
C 0.69 1.19 -1.44 -0.75
C -0.59 0.64 -2.02 -0.07
C -1.81 0.63 -1.04 -1.06
N -0.72 3.30 -2.73 -0.33
H 1.08 4.42 -2.32 0.42
H 0.29 3.87 -0.91 0.41
H 1.48 2.18 -3.18 0.38
H 2.22 2.80 -1.87 0.52
H 1.38 0.45 -1.00 0.50
H 0.16 1.61 -0.63 0.34
H -0.87 1.91 -2.87 0.40
H -0.13 -0.26 -2.50 0.34
H -2.17 1.54 -0.66 0.35
H -1.53 -0.09 -0.09 0.33
H -2.74 -0.02 -1.40 0.34
H 1.30 -17.06 15.34 0.00
H 1.51 -17.23 16.12 0.00
H -1.20 4.25 -2.70 0.32
```

Calculated values
Gap between HOMO and LUMO (eV): 6.131
Total charge: +1


c:
Entry from the Open Molecules 2025 dataset: the ion C5H14N with charge +1 (ωB97M-V/def2-TZVPD).

Structure (XYZ):
```
20
Properties=species:S:1:pos:R:3:mulliken_charge:R:1
C -0.47 -2.70 -1.08 -1.32
C -0.59 -1.20 -1.24 -0.44
C 0.31 -0.44 -0.28 -0.49
C 0.29 1.09 -0.45 -0.64
C -0.30 1.82 0.77 -0.89
N 0.68 1.78 1.91 -0.27
H -0.98 -3.28 -1.84 0.37
H -0.81 -3.03 -0.10 0.34
H 0.58 -2.99 -1.08 0.34
H -1.63 -0.88 -1.11 0.30
H -0.31 -0.93 -2.26 0.34
H 1.34 -0.76 -0.29 0.39
H -0.05 -0.67 0.73 0.27
H -0.30 1.44 -1.30 0.41
H 1.30 1.46 -0.65 0.38
H -1.15 1.24 1.13 0.44
H -0.66 2.82 0.57 0.43
H 0.83 0.80 2.15 0.36
H 1.58 2.20 1.66 0.35
H 0.33 2.25 2.74 0.36
```

Calculated values
SMILES: CCCCC[NH3+]
Gap between HOMO and LUMO (eV): 11.046
Total charge: +1


Here are the energies relative to the best structure, in eV: a 1.962; b 9.005; c 0.000.